The following is a DFT calculation (the ωB97M-V functional and the def2-TZVPD basis) of a structure of composition C43H34LiN10O2Se.

As for the largest force on an atom: 0.62 eV/A. The energy above the lowest of the compared OMol25 structures with the same formula, charge and spin is 0.00 kcal per mole. The spin multiplicity is 1. The molar mass comes out at 808.7 g mol⁻¹. As for the gap between HOMO and LUMO: 4.74 eV. The charge is -1.

Last column: Mulliken charge in e.
Geometry (Å):
Li -0.748 -0.376 0.340  1.112
C -4.571 -5.443 -0.423  -0.512
C -3.684 -5.631 0.631  -0.823
C -3.119 -4.548 1.288  0.211
C -3.414 -3.222 0.908  -0.666
C -4.309 -3.057 -0.166  0.013
C -4.876 -4.144 -0.812  -0.658
N -2.798 -2.111 1.446  0.277
C -2.692 -1.896 2.739  0.697
C -3.446 -2.644 3.730  -0.965
C -3.353 -2.393 5.060  -0.602
C -2.506 -1.366 5.559  -0.847
C -1.822 -0.594 4.675  -0.735
C -1.897 -0.797 3.264  0.228
N -1.293 0.061 2.391  1.557
N -0.737 1.082 2.908  -1.522
C -0.244 2.022 2.010  -0.305
C 0.389 3.146 2.561  -0.625
C 0.821 4.155 1.725  -0.370
C 0.629 4.034 0.352  -0.857
C 0.018 2.879 -0.106  -0.269
N -0.410 1.902 0.687  0.425
H -5.009 -6.292 -0.933  0.380
H -3.416 -6.636 0.939  0.365
H -2.406 -4.712 2.087  0.578
H -4.542 -2.048 -0.487  0.170
H -5.555 -3.976 -1.643  0.413
H -4.117 -3.414 3.377  0.412
H -3.940 -2.979 5.760  0.373
H -2.428 -1.197 6.626  0.362
H -1.194 0.217 5.013  0.437
H 0.515 3.200 3.634  0.526
H 1.310 5.030 2.137  0.370
H 0.950 4.797 -0.346  0.508
H -0.128 2.728 -1.175  0.310
C 4.148 6.202 -0.719  -1.553
C 3.653 5.095 -1.617  1.263
C 3.261 5.414 -2.912  -0.924
C 2.755 4.432 -3.752  -0.901
C 2.684 3.126 -3.312  -0.808
C 3.104 2.770 -2.023  -0.243
N 2.966 1.416 -1.692  0.192
C 3.741 0.654 -0.825  -0.047
C 5.132 0.811 -0.785  -0.530
C 5.904 0.051 0.075  -0.512
C 5.313 -0.894 0.904  -0.808
C 3.939 -1.070 0.854  -0.442
C 3.140 -0.326 -0.006  0.048
C 1.639 -0.552 0.030  1.196
O 0.950 -0.235 -0.993  -0.878
O 1.142 -1.027 1.074  -0.724
C 3.562 3.775 -1.146  1.433
C 3.884 3.481 0.298  -1.917
H 4.064 7.165 -1.222  0.414
H 5.194 6.049 -0.439  0.320
H 3.572 6.259 0.207  0.275
H 3.330 6.440 -3.258  0.340
H 2.445 4.683 -4.761  0.384
H 2.313 2.340 -3.961  0.523
H 2.027 1.016 -1.772  0.138
H 5.593 1.539 -1.443  0.515
H 6.979 0.195 0.096  0.384
H 5.918 -1.480 1.585  0.400
H 3.447 -1.796 1.489  0.507
H 4.942 3.249 0.442  0.449
H 3.310 2.633 0.665  0.224
H 3.640 4.334 0.929  0.500
N 1.486 -6.417 0.951  -0.608
C 1.001 -5.627 0.270  -0.113
C 0.394 -4.662 -0.604  -0.087
C 0.248 -4.935 -1.961  -0.308
C -0.358 -3.987 -2.760  -1.108
C -0.794 -2.809 -2.172  -0.158
N -0.657 -2.538 -0.879  0.661
C -0.075 -3.446 -0.106  -0.089
H 0.595 -5.878 -2.364  0.487
H -0.491 -4.155 -3.820  0.456
H -1.284 -2.047 -2.769  0.302
H 0.031 -3.194 0.944  0.562
Se -5.711 0.870 0.576  0.216
N -5.861 0.953 -1.188  -0.893
C -4.634 0.798 -1.645  0.927
C -4.254 0.829 -3.017  -0.680
C -2.938 0.674 -3.305  -0.967
C -1.986 0.451 -2.259  -0.757
N -2.283 0.389 -0.996  0.629
C -3.588 0.593 -0.653  -0.041
N -3.981 0.627 0.605  -0.285
H -5.000 0.980 -3.786  0.438
H -2.598 0.702 -4.333  0.436
H -0.934 0.300 -2.495  0.791

The following is a DFT calculation (the ωB97M-V functional and the def2-TZVPD basis) of a cluster of 7 separate species, C43H34N2O28PS in total.

As for the largest force on an atom: 9.39 eV/A. The spin multiplicity is 1. The molar mass comes out at 1089.8 g mol⁻¹. As for the gap between HOMO and LUMO: 4.75 eV. The charge is +1.

Last column: Mulliken charge in e.
Geometry (Å):
C -0.431 2.298 -1.193  -0.725
S -0.753 1.631 -2.921  1.335
O 0.499 1.556 -3.828  -0.572
O -1.723 2.662 -3.619  -0.628
C -1.722 0.036 -2.766  -0.316
C -3.371 0.105 -3.011  -0.198
N -4.275 -1.137 -2.929  0.199
P -6.065 -0.949 -3.156  0.171
N -6.446 -0.467 -4.686  -0.579
C -3.717 -2.518 -2.628  -0.061
C -2.091 -2.715 -2.365  -0.746
C -1.039 -1.415 -2.403  0.556
C 0.558 -1.619 -2.097  0.398
O 1.004 -2.896 -1.938  -0.467
O 1.566 -0.561 -1.926  -0.368
H -0.999 3.340 -1.095  0.405
H 0.733 2.426 -1.027  0.220
H -0.915 1.535 -0.439  0.343
H -3.839 1.162 -3.237  0.446
H -6.693 -2.240 -2.841  0.123
H -6.454 0.073 -2.175  0.189
H -6.918 0.471 -4.535  0.232
H -4.397 -3.470 -2.560  0.314
H -1.723 -3.801 -2.131  0.386
H 1.982 -0.341 -2.814  0.346
C 0.882 -1.720 4.426  -0.938
C 0.129 -1.316 3.401  0.345
C 0.470 -1.683 1.998  0.903
O -0.251 -1.312 1.079  -0.604
C 1.683 -2.484 1.771  -0.559
C 2.438 -2.885 2.796  0.167
C 2.081 -2.541 4.200  1.001
O 2.784 -2.940 5.122  -0.671
O 3.581 -3.635 2.589  -0.571
O -0.998 -0.542 3.605  -0.612
H 0.644 -1.463 5.450  0.452
H 1.929 -2.728 0.746  0.430
H 3.949 -3.801 3.484  0.287
H -1.371 -0.381 2.710  0.318
C 1.165 -3.879 8.380  -0.824
C -0.163 -3.753 8.377  0.363
C -1.041 -4.803 8.963  0.877
O -2.258 -4.651 8.962  -0.616
C -0.401 -6.003 9.524  -0.877
C 0.928 -6.130 9.524  0.400
C 1.806 -5.068 8.962  0.826
O 3.025 -5.205 8.993  -0.612
O 1.536 -7.256 10.047  -0.555
O -0.773 -2.639 7.829  -0.537
H 1.815 -3.122 7.959  0.454
H -1.051 -6.767 9.930  0.413
H 2.500 -7.109 9.931  0.352
H -1.737 -2.784 7.950  0.339
C 2.701 6.902 -1.548  -1.027
C 2.262 8.026 -0.978  0.399
C 0.807 8.330 -0.886  0.854
O 0.434 9.362 -0.340  -0.589
C -0.137 7.364 -1.469  -0.705
C 0.302 6.242 -2.042  0.249
C 1.756 5.925 -2.109  1.032
O 2.128 4.877 -2.626  -0.612
O -0.579 5.331 -2.595  -0.543
O 3.145 8.951 -0.451  -0.560
H 3.756 6.668 -1.620  0.433
H -1.190 7.606 -1.411  0.443
H -0.018 4.604 -2.944  0.232
H 2.584 9.674 -0.095  0.353
C -10.518 3.320 -5.209  -0.913
C -11.271 3.724 -6.234  0.310
C -10.930 3.357 -7.637  0.873
O -11.651 3.727 -8.556  -0.584
C -9.717 2.556 -7.864  -0.801
C -8.962 2.155 -6.839  0.294
C -9.319 2.498 -5.435  1.092
O -8.616 2.100 -4.513  -0.551
O -7.819 1.404 -7.045  -0.532
O -12.398 4.498 -6.030  -0.546
H -10.756 3.577 -4.185  0.415
H -9.471 2.312 -8.889  0.431
H -7.451 1.239 -6.150  0.173
H -12.771 4.658 -6.925  0.355
C 7.032 -3.168 -1.362  -0.766
C 5.896 -3.445 -0.719  0.250
C 4.715 -3.997 -1.438  1.036
O 3.691 -4.260 -0.818  -0.593
C 4.827 -4.202 -2.891  -0.998
C 5.962 -3.922 -3.534  0.359
C 7.151 -3.396 -2.810  0.922
O 8.187 -3.165 -3.426  -0.597
O 6.073 -4.110 -4.900  -0.573
O 5.775 -3.230 0.642  -0.511
H 7.899 -2.769 -0.851  0.452
H 3.955 -4.587 -3.405  0.466
H 6.989 -3.837 -5.127  0.353
H 4.862 -3.510 0.870  0.251
C 4.929 0.240 3.757  -1.090
C 6.179 0.705 3.774  0.443
C 6.665 1.657 2.737  0.774
O 7.814 2.081 2.790  -0.590
C 5.731 2.051 1.672  -0.788
C 4.481 1.583 1.653  0.162
C 3.987 0.654 2.705  1.166
O 2.828 0.255 2.672  -0.539
O 3.598 1.948 0.653  -0.529
O 7.071 0.319 4.759  -0.574
H 4.561 -0.450 4.506  0.500
H 6.102 2.729 0.914  0.471
H 2.760 1.480 0.861  0.268
H 7.907 0.791 4.553  0.348

Calculated values (Eh) of E for the records, taken in order: -4766.15405, -4613.99859.